1.
ORCA calculation (the ωB97M-V functional and the def2-TZVPD basis) on C4H6N2 in the gas phase.

The geometry in XYZ format:
```
12
Properties=species:S:1:pos:R:3:forces:R:3
C -1.77808 -0.16793 -0.13466 -0.113 -0.200 -0.304
C -0.36335 -0.13896 -0.33117 0.064 -0.074 0.167
C 0.73172 -0.93879 -0.44192 -0.070 0.041 -0.021
C 1.81523 -0.23434 0.20430 0.053 0.110 0.052
N 1.51598 0.91641 0.72003 0.070 -0.309 -0.129
N 0.12043 1.05191 0.41082 -0.178 0.165 -0.028
H -2.33555 0.66102 -0.57822 0.082 -0.073 0.104
H -2.26890 -1.13032 -0.25244 0.046 0.131 0.006
H -0.89909 0.66758 0.98870 0.206 0.147 0.037
H 0.76960 -1.93853 -0.84864 -0.006 0.145 0.061
H 2.84090 -0.58207 0.28748 -0.131 0.037 0.004
H -0.04074 1.95305 -0.04277 -0.023 -0.121 0.049
```
Forces are in eV/Å.

Output
E_tot	-7220.729	eV
ΔE to the lowest compared entry with this formula, charge and spin	112.1	kcal/mol
M	82.106	g/mol
charge	0
LUMO level	0.591	eV

=====

2.
ORCA calculation (the ωB97M-V functional and the def2-TZVPD basis) on a molecular structure, C14H24OP2PdSe4.

The geometry in XYZ format:
```
46
Properties=species:S:1:pos:R:3:forces:R:3
Pd 0.22944 0.68212 -1.51508 -0.050 0.089 -0.076
C 2.59735 2.68516 -0.04783 -0.006 0.016 0.016
P 1.31128 1.45015 0.29091 0.053 0.003 0.045
C 0.36536 2.17499 1.65747 -0.010 0.007 -0.008
C 2.19595 0.05951 1.08399 -0.012 -0.042 -0.037
C 2.97937 0.21737 2.22601 -0.009 0.015 -0.037
C 3.60331 -0.87761 2.79733 0.023 0.013 0.034
C 3.44680 -2.14020 2.23771 0.018 -0.037 0.015
C 2.67208 -2.30490 1.10329 -0.023 0.029 -0.023
C 2.04494 -1.20590 0.51869 -0.001 0.055 0.063
P 1.02108 -1.34510 -0.98595 -0.052 -0.028 -0.043
C 2.11381 -2.16850 -2.17725 -0.012 -0.016 0.000
C -0.24641 -2.57058 -0.57303 0.023 -0.040 -0.008
H 3.13271 2.95945 0.86195 0.017 0.003 -0.003
H 2.11708 3.57006 -0.46902 0.011 -0.003 0.000
H 3.29611 2.29112 -0.78497 -0.016 -0.001 0.016
H 1.03146 2.49765 2.45901 -0.006 -0.004 0.011
H -0.33314 1.43110 2.03873 -0.004 0.018 -0.020
H -0.19478 3.02916 1.27598 -0.005 -0.020 -0.003
H 3.10587 1.19719 2.67162 -0.006 -0.003 0.001
H 4.21303 -0.75127 3.68248 -0.005 0.002 -0.001
H 3.93171 -2.99528 2.69038 -0.001 0.001 -0.005
H 2.55378 -3.29273 0.67358 0.008 0.000 0.000
H 2.47281 -3.12490 -1.79409 0.005 0.006 0.000
H 2.96124 -1.51735 -2.39007 -0.005 -0.009 -0.001
H 1.55572 -2.32111 -3.10071 -0.005 0.004 0.005
H 0.19108 -3.49226 -0.18719 0.009 -0.004 -0.012
H -0.81756 -2.78784 -1.47790 0.009 -0.010 0.015
H -0.91668 -2.12773 0.16408 0.039 -0.024 0.001
Se -0.39642 3.02986 -1.96371 -0.003 -0.042 -0.001
Se -0.91691 -0.40879 -3.41030 -0.006 0.020 0.017
Se -1.21550 1.36670 -4.91213 0.025 -0.056 -0.022
Se -2.21131 2.82158 -3.44101 -0.012 0.029 0.093
C -4.36824 0.99724 0.51801 0.029 0.068 0.059
C -4.36157 0.14556 -0.74419 0.077 -0.096 -0.096
C -3.28616 -0.88827 -0.42733 -0.093 0.072 0.098
O -2.36847 -0.25057 0.48000 0.004 -0.051 -0.001
C -2.88754 1.02588 0.86693 -0.058 0.019 -0.035
H -4.93883 0.50819 1.31101 0.006 0.007 0.007
H -4.77469 1.99583 0.36179 -0.005 0.000 0.007
H -4.05770 0.74617 -1.60423 0.018 -0.013 -0.009
H -5.32398 -0.31620 -0.96079 0.000 0.007 -0.021
H -2.74339 -1.20512 -1.31731 -0.007 0.021 -0.009
H -3.71023 -1.76614 0.07363 0.010 0.006 -0.010
H -2.36928 1.81111 0.30438 0.006 0.003 0.003
H -2.70463 1.16520 1.93514 0.021 -0.015 -0.025
```
Forces are in eV/Å.

Output
E_tot	-300401.321	eV
ΔE to the lowest compared entry with this formula, charge and spin	1.3	kcal/mol
M	692.553	g/mol
charge	0
LUMO level	0.228	eV

=====

3.
ORCA calculation (the ωB97M-V functional and the def2-TZVPD basis) on a molecular structure, C20H15ClIrN2O7S.

The geometry in XYZ format:
```
47
Properties=species:S:1:pos:R:3:forces:R:3
Ir 1.75262 0.95345 -0.33258 3.962 0.489 1.849
S 1.88472 1.76465 2.17882 0.125 -1.522 -2.010
C 2.27422 3.29685 1.48562 0.089 0.086 -0.087
C 2.46802 4.47215 2.21672 0.044 -0.082 -0.203
C 2.78552 5.62645 1.52892 -0.053 -0.162 -0.129
C 2.87722 5.58815 0.14112 0.065 -0.189 -0.009
C 2.66752 4.38045 -0.50628 0.208 0.579 -0.387
N 2.39342 3.27435 0.15352 -1.013 -1.642 -0.094
H 2.37562 4.44155 3.28992 -0.004 0.049 0.127
H 2.96642 6.55395 2.05622 -0.042 -0.001 0.057
H 3.12372 6.46855 -0.42848 -0.003 0.075 -0.085
H 2.72982 4.29355 -1.58098 -0.022 0.006 -0.070
O -0.31678 -0.23495 -0.31278 -0.416 0.550 0.174
C -0.42768 -1.62455 -0.07758 1.417 -0.993 0.250
C 1.08662 -2.21775 0.05602 -2.652 0.151 -0.324
O 1.17882 -3.42495 0.13192 0.401 -0.396 0.207
O 1.97842 -1.35435 0.09602 1.478 2.868 -0.482
C -1.02638 -2.33625 -1.25358 -0.248 0.095 -0.198
C -1.18168 -1.69635 -2.47838 0.013 -0.026 0.230
C -1.71318 -2.39035 -3.55078 -0.085 -0.138 -0.167
C -2.06828 -3.72245 -3.41568 -0.041 -0.023 -0.172
C -1.87718 -4.37115 -2.20588 -0.033 -0.054 0.036
C -1.36208 -3.68085 -1.12608 -0.071 0.001 -0.082
C -1.15028 -1.88615 1.22522 -0.168 0.173 -0.043
C -0.45878 -2.06555 2.41642 -0.079 0.024 0.044
C -1.14998 -2.24675 3.60352 0.057 0.004 0.023
C -2.53458 -2.23435 3.61412 -0.034 -0.027 0.123
C -3.22828 -2.03915 2.43252 -0.182 0.008 0.003
C -2.54218 -1.86915 1.24332 0.116 0.038 0.073
H -1.08678 0.24925 0.01012 -0.097 0.006 -0.028
H -0.88228 -0.66505 -2.59278 -0.034 0.099 0.034
H -1.84818 -1.88795 -4.49798 -0.002 0.040 -0.074
H -2.48748 -4.26195 -4.25398 -0.011 -0.015 -0.079
H -2.12768 -5.41925 -2.10278 -0.022 -0.019 -0.008
H -1.18838 -4.18255 -0.18718 -0.033 -0.020 0.065
H 0.62062 -2.06815 2.41972 0.106 -0.033 -0.017
H -0.60258 -2.40325 4.52232 0.039 0.015 0.058
H -3.07178 -2.37555 4.54302 -0.017 -0.009 0.020
H -4.30958 -2.02535 2.43482 -0.064 0.005 0.003
H -3.08688 -1.72515 0.32082 -0.038 -0.025 -0.101
N 4.83112 1.03915 -1.36048 0.260 -0.117 -0.237
C 3.74122 0.90455 -1.01398 -2.632 0.318 1.517
O -1.72828 2.25735 -2.14468 -0.637 -0.301 -0.422
Cl -0.40958 2.63285 -1.78348 -1.347 0.784 0.323
O 0.53972 1.76725 -2.42278 1.629 -1.368 -0.573
O -0.15338 3.98115 -2.13138 0.317 0.742 -0.296
O -0.25528 2.46365 -0.36018 -0.247 -0.041 1.159
```
Forces are in eV/Å.

Output
E_tot	-64486.090	eV
ΔE to the lowest compared entry with this formula, charge and spin	94.6	kcal/mol
M	655.084	g/mol
charge	-1
LUMO level (alpha / beta)	0.857 / 0.888	eV

=====

4.
ORCA calculation (the ωB97M-V functional and the def2-TZVPD basis) on C4H4N2O2 in the gas phase.

The geometry in XYZ format:
```
12
Properties=species:S:1:pos:R:3:forces:R:3
C 1.01678 -0.31867 -0.15631 2.945 4.958 0.599
C -0.10957 -1.00433 -0.15281 3.338 -1.347 0.127
C -1.43760 0.85813 0.03739 -2.721 1.438 -0.279
C 0.88523 1.22709 -0.08186 -1.086 2.468 -1.932
H 2.28775 -1.58117 0.00319 0.334 -7.883 0.446
H 0.00142 -2.01386 0.05107 -0.408 -2.102 -0.163
H -2.20683 -1.01548 0.30095 3.681 1.464 -1.800
H -2.59252 1.16483 0.50990 3.316 -0.482 -1.893
N -1.28763 -0.44969 -0.15324 -7.987 -2.453 3.227
N -0.49799 1.61836 -0.33573 0.234 1.058 2.033
O 2.34317 -0.72417 -0.03964 -1.655 6.876 -0.570
O 1.59778 2.23896 0.01708 0.009 -3.995 0.203
```
Forces are in eV/Å.

Output
E_tot	-11284.494	eV
ΔE to the lowest compared entry with this formula, charge and spin	93.3	kcal/mol
M	112.088	g/mol
charge	0
LUMO level	-0.024	eV
structure (SMILES)	O=c1nc[nH]cc1O

=====

5.
ORCA calculation (the ωB97M-V functional and the def2-TZVPD basis) on 2 unconnected molecules or ions with the total composition C4H13NS.

The geometry in XYZ format:
```
19
Properties=species:S:1:pos:R:3:forces:R:3
C 2.26404 -0.00641 1.23439 0.338 -1.044 0.167
S 2.46373 -0.39827 -0.52007 -0.076 0.184 0.117
C 2.08115 1.25064 -1.16412 0.258 -0.209 -0.198
H 2.59213 -0.87686 1.82475 0.015 0.180 -0.352
H 2.92146 0.81545 1.51616 -0.427 0.210 0.044
H 1.20496 0.09701 1.46638 0.084 0.590 0.087
H 1.18533 1.63828 -0.68040 -0.041 0.042 -0.192
H 1.94480 1.15808 -2.24456 -0.199 0.025 0.191
H 2.91565 1.93133 -1.00390 -0.016 0.040 0.145
C -1.50781 -1.56143 -0.51829 0.319 0.385 -0.058
N -1.72396 -0.10599 -0.65451 -0.069 -0.147 1.153
C -2.62111 0.33921 0.43529 0.011 -0.691 -0.342
H -2.44733 -2.09544 -0.36071 0.035 0.086 -0.333
H -0.85447 -1.80038 0.33147 -0.074 -0.063 0.063
H -0.99367 -1.87758 -1.41999 -0.108 -0.421 -0.071
H -0.81857 0.26666 -0.37240 -0.015 0.293 -0.637
H -2.15204 0.17087 1.41137 -0.077 0.363 0.179
H -2.95733 1.36531 0.29346 0.216 0.025 0.120
H -3.49695 -0.31048 0.42568 -0.174 0.153 -0.083
```
Forces are in eV/Å.

Output
E_tot	-16683.366	eV
ΔE to the lowest compared entry with this formula, charge and spin	16.7	kcal/mol
M	107.222	g/mol
charge	0
LUMO level	0.890	eV
structure (SMILES)	CNC.CSC

=====

6.
ORCA calculation (the ωB97M-V functional and the def2-TZVPD basis) on C6H8O3 in the gas phase.

The geometry in XYZ format:
```
17
Properties=species:S:1:pos:R:3:forces:R:3
C 2.02653 -0.23335 -0.54899 -2.849 -0.380 0.705
C 0.09292 -1.89166 0.31021 0.825 0.861 -1.280
C 1.47742 -1.23557 0.35521 0.051 0.383 1.244
C -0.51031 0.31124 0.04854 -0.220 2.870 -1.189
C 0.97504 0.46516 0.22330 1.220 0.062 2.544
C -1.07487 1.18278 -1.08060 -2.249 0.526 -0.212
O 2.97609 -0.00050 -1.20180 1.887 0.470 -0.840
O -0.78219 -0.97001 -0.30945 -0.786 -1.332 0.345
O 1.18946 1.48539 1.21032 1.286 -0.603 -1.262
H 0.06235 -2.71055 -0.43515 0.038 -0.295 1.272
H -0.17650 -2.03574 1.36267 -0.228 -0.791 -0.325
H 2.15243 -1.68730 1.13461 -0.482 0.666 -0.898
H -1.02065 0.85172 0.93025 0.702 -1.831 -0.353
H -0.60263 1.36660 -2.04655 0.490 -1.063 0.060
H -1.13326 2.19067 -0.69724 -0.278 0.452 0.301
H -2.16991 0.83671 -1.25863 1.842 0.583 0.227
H 2.13513 1.78932 1.24054 -1.251 -0.578 -0.339
```
Forces are in eV/Å.

Output
E_tot	-12490.769	eV
ΔE to the lowest compared entry with this formula, charge and spin	77.1	kcal/mol
M	128.127	g/mol
charge	0
LUMO level	0.705	eV
structure (SMILES)	C[C@H]1OC[C@H]2C(=O)[C@@]12O

=====

Q: What is the formula in the first record?
A: C4H6N2

=====

Q: What is the charge in the sixth record?
A: 0

=====

Repeat the fifth record exactly.
ORCA calculation (the ωB97M-V functional and the def2-TZVPD basis) on 2 unconnected molecules or ions with the total composition C4H13NS.

The geometry in XYZ format:
```
19
Properties=species:S:1:pos:R:3:forces:R:3
C 2.26404 -0.00641 1.23439 0.338 -1.044 0.167
S 2.46373 -0.39827 -0.52007 -0.076 0.184 0.117
C 2.08115 1.25064 -1.16412 0.258 -0.209 -0.198
H 2.59213 -0.87686 1.82475 0.015 0.180 -0.352
H 2.92146 0.81545 1.51616 -0.427 0.210 0.044
H 1.20496 0.09701 1.46638 0.084 0.590 0.087
H 1.18533 1.63828 -0.68040 -0.041 0.042 -0.192
H 1.94480 1.15808 -2.24456 -0.199 0.025 0.191
H 2.91565 1.93133 -1.00390 -0.016 0.040 0.145
C -1.50781 -1.56143 -0.51829 0.319 0.385 -0.058
N -1.72396 -0.10599 -0.65451 -0.069 -0.147 1.153
C -2.62111 0.33921 0.43529 0.011 -0.691 -0.342
H -2.44733 -2.09544 -0.36071 0.035 0.086 -0.333
H -0.85447 -1.80038 0.33147 -0.074 -0.063 0.063
H -0.99367 -1.87758 -1.41999 -0.108 -0.421 -0.071
H -0.81857 0.26666 -0.37240 -0.015 0.293 -0.637
H -2.15204 0.17087 1.41137 -0.077 0.363 0.179
H -2.95733 1.36531 0.29346 0.216 0.025 0.120
H -3.49695 -0.31048 0.42568 -0.174 0.153 -0.083
```
Forces are in eV/Å.

Output
E_tot	-16683.366	eV
ΔE to the lowest compared entry with this formula, charge and spin	16.7	kcal/mol
M	107.222	g/mol
charge	0
LUMO level	0.890	eV
structure (SMILES)	CNC.CSC